Version one
# H30O15

15 unconnected molecules or ions with the total composition H30O15 (ωB97M-V/def2-TZVPD, the OMol25 dataset).

```
45
Properties=species:S:1:pos:R:3:mulliken_charge:R:1
O 0.0871 0.0363 0.4670 0.4523
H 0.5381 -0.7587 0.2330 0.1093
H -0.4179 0.2613 -0.3420 0.3149
O -2.5499 1.3103 0.8300 -0.6152
H -3.0139 0.5423 0.4970 0.3610
H -2.1069 1.0683 1.6590 0.2666
O -0.1699 -2.6577 -2.4950 -0.7318
H -0.7929 -1.9477 -2.1910 0.4249
H -0.5679 -3.4707 -2.1240 0.3311
O -1.0459 1.3503 3.0460 -0.7787
H -1.6679 0.8553 3.5290 0.3506
H -0.2319 0.9003 3.1240 0.3137
O -1.9719 2.7653 -1.6380 -0.7033
H -2.4289 2.2133 -1.0030 0.3098
H -1.9769 3.6603 -1.2360 0.3182
O 0.6761 2.3113 -1.1660 -0.6963
H 0.4771 2.4613 -0.2270 0.2551
H -0.0929 2.5893 -1.5460 0.4121
O 1.3021 -2.3747 -0.0670 -0.7756
H 1.9011 -3.1497 -0.1110 0.2951
H 0.9311 -2.3747 -0.9580 0.1664
O -1.9049 -1.6577 1.7370 -0.7746
H -1.1799 -1.0167 1.4610 0.3016
H -1.4059 -2.4877 1.9270 0.3348
O 4.0411 -0.7837 -0.6660 -0.6994
H 4.3281 -1.5297 -0.0320 0.3115
H 3.2081 -0.9817 -1.0820 0.3919
O 2.3681 -1.6357 2.2060 -0.6080
H 1.9251 -1.8927 1.3820 0.3326
H 2.4481 -2.4787 2.6870 0.2845
O 1.8811 0.1013 -2.1310 -0.5881
H 1.3571 0.8043 -1.7860 0.2122
H 2.5621 0.5383 -2.6020 0.3179
O 2.8021 1.0923 0.8210 -0.7156
H 3.2901 0.3213 0.5210 0.4008
H 2.1151 1.0833 0.1920 0.2468
O -0.0729 3.1783 1.1150 -0.6347
H -0.4749 2.4763 1.5730 0.3141
H 0.5311 3.4223 1.8050 0.3079
O -1.2439 -0.0787 -1.9650 -0.6279
H -2.2059 -0.1417 -1.9770 0.2488
H -1.0709 0.4123 -2.7800 0.2587
O -3.3899 -1.1057 -0.4040 -0.7099
H -2.7779 -1.4377 0.3100 0.4444
H -4.0079 -1.7937 -0.5920 0.2695
```

Values from the calculation:
Net charge ... 0
HOMO energy ... -0.3498 Ha
Multiplicity ... 1
Kohn-Sham gap ... 9.30 eV

Version two
# H30O15

15 unconnected molecules or ions with the total composition H30O15 (ωB97M-V/def2-TZVPD, the OMol25 dataset).

```
45
Properties=species:S:1:pos:R:3:mulliken_charge:R:1
O -2.1144 2.0412 0.3188 -0.5897
H -2.3224 1.5692 -0.5032 0.3723
H -2.8284 2.6272 0.6198 0.2200
O -0.6844 -1.4128 -2.2922 -0.7207
H -0.9054 -2.3048 -2.5032 0.2509
H -0.8454 -0.9058 -3.0472 0.2822
O 0.2906 1.4112 -2.1322 -0.4766
H 1.0826 1.9322 -2.2352 0.2720
H -0.2254 1.6532 -2.8812 0.1944
O -0.4144 1.7222 2.5148 -0.7023
H -1.1074 1.7832 1.8268 0.3317
H -0.2384 2.6122 2.7618 0.2845
O -2.7994 -3.1538 -0.5262 -0.6344
H -3.4614 -3.0508 0.1608 0.2977
H -2.2244 -2.4028 -0.4682 0.3434
O 0.5006 -0.0758 0.2158 1.2397
H -0.4324 -0.2448 0.4168 -0.3321
H 0.5466 0.3952 -0.6122 -0.1892
O -0.1164 3.8932 -0.4562 -0.6197
H -0.0574 2.9982 -0.7972 0.3149
H 0.7896 4.1662 -0.6182 0.3012
O -2.9424 0.2652 -1.4442 -0.7310
H -3.5584 -0.0618 -0.8322 0.3576
H -2.0904 -0.1468 -1.3762 0.2539
O 1.6056 -2.8868 1.6758 -0.7018
H 1.2816 -2.0078 1.8498 0.2445
H 2.5286 -2.7408 1.5978 0.3663
O 1.3066 -0.4388 2.8178 -0.6143
H 0.9736 0.4702 2.7088 0.2402
H 1.1126 -0.6698 3.7458 0.2654
O 2.1086 2.3682 1.1528 -0.5637
H 2.2496 3.2832 1.4828 0.2588
H 1.1626 2.1752 1.3558 0.2753
O 3.1926 -0.6178 0.4948 -0.6411
H 3.4906 -0.6768 1.4178 0.3588
H 2.2786 -0.3548 0.6188 0.1342
O 1.8976 -0.4158 -3.3832 -0.6871
H 1.1366 -0.7908 -2.9022 0.3350
H 2.5716 -0.6838 -2.7692 0.3712
O -1.6894 -1.2068 0.9948 -0.5030
H -2.5294 -0.7088 1.0888 0.2542
H -1.4964 -1.5768 1.8418 0.1867
O 1.1056 -2.9348 -0.8542 -0.7375
H 1.2796 -2.7438 0.0698 0.5792
H 0.5906 -2.1518 -1.1132 0.2579
```

Values from the calculation:
Net charge ... 0
HOMO energy ... -0.3538 Ha
Multiplicity ... 1
Kohn-Sham gap ... 9.20 eV

Version three
# H30O15

15 unconnected molecules or ions with the total composition H30O15 (ωB97M-V/def2-TZVPD, the OMol25 dataset).

```
45
Properties=species:S:1:pos:R:3:mulliken_charge:R:1
H -1.0144 0.6777 -0.5783 0.1845
H 0.0456 -0.3569 -0.2379 0.3714
H 2.1040 3.2042 -1.2402 0.3158
H 2.3597 2.6040 0.1325 0.3009
H 4.4123 -0.3661 0.5516 0.4850
H 4.8185 -0.0843 -0.8856 0.2590
H -2.4933 5.3782 0.9131 0.3133
H -2.8942 3.9203 0.7580 0.2957
H -0.9227 -3.6697 -2.2325 0.3370
H -0.7700 -2.2472 -2.7454 0.3549
H -1.4764 -3.3353 0.4285 0.3744
H -1.0376 -2.2495 -0.5403 0.1804
H 4.8846 1.7420 1.1297 0.3680
H 3.3688 1.7360 1.2411 0.1519
H 1.1559 -2.5213 -3.3568 0.3270
H 2.0349 -2.2818 -2.1402 0.2108
H 3.5363 -2.0525 0.7502 0.2532
H 2.6527 -2.2461 -0.4711 0.1479
H -2.3604 -3.8701 2.5929 0.2617
H -3.3434 -2.8780 1.9934 0.2682
H 1.5815 1.1384 0.7939 0.2755
H 2.7454 0.4060 0.1467 0.3874
H -0.7756 4.5008 -1.1596 0.2741
H 0.1060 3.2633 -1.1985 0.3497
H -4.9260 0.2294 -1.6626 0.2704
H -4.7735 0.7206 -0.2323 0.3407
H -0.7467 -1.3414 3.5200 0.2960
H -1.9432 -0.6689 4.1726 0.2772
H -2.6268 -0.2189 -0.5421 0.3613
H -2.9821 1.1412 0.0357 0.3751
O -0.0595 0.5543 -0.5337 -0.4476
O 1.6588 2.7583 -0.5108 -0.6070
O 5.0665 0.1077 0.0257 -0.6068
O -3.0165 4.7888 0.3583 -0.6222
O -1.4163 -2.9561 -2.6521 -0.6646
O -0.7289 -2.7666 0.2122 -0.5915
O 4.1619 1.3658 1.6447 -0.6698
O 1.1429 -2.5450 -2.3933 -0.5626
O 3.0882 -1.5632 0.0511 -0.5204
O -2.5434 -3.3743 1.7868 -0.5805
O 1.8619 0.2629 0.5044 -0.6889
O -0.8169 3.5379 -1.1562 -0.5412
O -4.3620 0.7743 -1.1022 -0.6114
O -1.7031 -1.4159 3.6129 -0.5292
O -3.0534 0.1970 0.2155 -0.7249
```

Values from the calculation:
Net charge ... 0
HOMO energy ... -0.3247 Ha
Multiplicity ... 1
Kohn-Sham gap ... 8.85 eV

Version four
# H30O15

15 unconnected molecules or ions with the total composition H30O15 (ωB97M-V/def2-TZVPD, the OMol25 dataset).

```
45
Properties=species:S:1:pos:R:3:mulliken_charge:R:1
O -0.3652 0.6572 -0.4244 0.8031
H -0.2682 -0.2468 -0.7304 -0.0369
H -0.1092 0.6592 0.4706 -0.0333
O 1.4858 3.1042 -0.5424 -0.6333
H 2.3538 2.9602 -0.2354 0.3873
H 1.1908 2.2372 -0.3364 0.1439
O 2.6928 0.2262 -0.2984 -0.6070
H 2.4668 0.2542 0.6096 0.3451
H 2.7778 -0.6878 -0.5854 0.4110
O 0.0068 1.8492 -2.9884 -0.6605
H 0.8878 2.1032 -3.2284 0.3199
H 0.1278 1.2852 -2.2154 0.1165
O -1.2362 1.8912 3.8096 -0.5934
H -0.6252 2.0932 4.4646 0.2831
H -0.6182 1.6312 3.1176 0.4810
O 0.6448 1.2672 2.0316 -0.7514
H 1.2078 0.9132 2.7106 0.2641
H 0.7058 2.2182 2.0426 0.2997
O -2.0532 -0.6168 2.6186 -0.6789
H -1.9062 -0.7118 1.6856 0.3285
H -2.4502 0.1882 2.8426 0.2776
O 2.3528 -1.1078 2.2946 -0.5948
H 1.5438 -1.2708 1.8006 0.1843
H 2.3478 -1.9028 2.8196 0.3289
O -2.7272 -1.2348 -0.2384 -0.6240
H -2.7062 -0.5418 -0.9194 0.3071
H -2.9692 -2.0008 -0.8034 0.3124
O 2.4558 -2.6278 -0.5544 -0.6461
H 2.4718 -2.9608 0.3406 0.3597
H 1.6708 -2.1538 -0.4764 0.2343
O 2.1948 -0.6618 -3.2434 -0.5625
H 1.3948 -0.9978 -2.8944 0.3050
H 2.6658 -1.3958 -3.6664 0.3077
O -0.3412 -1.3978 -2.0964 -0.6152
H -0.7312 -2.2338 -1.7634 0.2051
H -0.7612 -1.2408 -2.9654 0.3235
O -2.7262 0.6382 -2.2344 -0.7149
H -1.7912 0.6482 -2.4524 0.2626
H -2.9932 1.5832 -2.1904 0.3405
O 0.0018 -2.1158 0.9956 -0.5029
H 0.0148 -2.9418 1.5206 0.2395
H -0.6582 -2.3078 0.3016 0.1666
O -2.4192 1.8042 0.8786 -0.6140
H -1.9282 1.2992 0.1716 0.2066
H -3.2812 1.8462 0.5566 0.3246
```

Values from the calculation:
Net charge ... 0
HOMO energy ... -0.3743 Ha
Multiplicity ... 1
Kohn-Sham gap ... 9.49 eV

Which structure is most stable? version one, by 20.3 kcal/mol over the runner-up.